(1)
C4H6NO | ωB97M-V with the def2-TZVPD basis set

Computed properties:
- relative energy (zero: lowest compared OMol25 entry of this formula, charge and spin) (eV) = 2.506
- charge = -1
- LUMO level (spin up / spin down) (hartree) = 0.16628 / 0.16627
- E (eV) = -7777.92949

CARTESIAN COORDINATES (ANGSTROEM)
C1 0.49636 0.02688 -0.12043
C2 1.48977 -0.79587 0.20219
C3 -0.31943 1.17635 0.33354
C4 -0.51096 0.49217 -0.96714
N1 -2.40361 -0.53116 -0.55224
O1 -2.75201 -0.10668 0.61589
H1 1.82788 -1.57738 -0.46507
H2 1.99256 -0.72556 1.15521
H3 -1.14111 0.98896 1.04287
H4 0.12649 2.16606 0.43845
H5 -0.58147 0.80649 -1.98713
H6 -1.91153 -1.45804 -0.45071



(2)
C5H11NO4 | ωB97M-V with the def2-TZVPD basis set

Computed properties:
- relative energy (zero: lowest compared OMol25 entry of this formula, charge and spin) (eV) = 2.019
- SMILES string = N/C(O)=C\O.COC(C)=O
- LUMO level (hartree) = 0.02864
- E (eV) = -15042.58208

CARTESIAN COORDINATES (ANGSTROEM)
N1 2.44183 0.89002 -0.40763
C1 1.72259 0.07716 0.43380
O1 1.54279 0.54389 1.67182
C2 1.03838 -1.02634 -0.01138
O2 1.09900 -1.39187 -1.35101
H1 2.93190 0.43860 -1.16361
H2 2.87937 1.68540 0.03514
H3 0.56107 0.41513 1.89815
H4 0.83643 -1.83459 0.67529
H5 0.70532 -0.67338 -1.86750
C3 -1.09741 1.80949 -0.57094
O3 -1.38523 0.41488 -0.67929
C4 -1.20177 -0.33453 0.44963
C5 -1.86708 -1.67757 0.28178
O4 -1.00715 0.18420 1.55967
H6 -1.54126 2.23299 0.33297
H7 -1.52641 2.27642 -1.45256
H8 -0.01863 1.96981 -0.53514
H9 -1.46252 -2.19916 -0.58501
H10 -2.93350 -1.52076 0.11275
H11 -1.71774 -2.27977 1.17306



(3)
C5H29NO10 | ωB97M-V with the def2-TZVPD basis set

Computed properties:
- relative energy (zero: lowest compared OMol25 entry of this formula, charge and spin) (eV) = 4.176
- SMILES string = N[C@H](CO)CCCO.O.O.O.O.O.O.O.O
- LUMO level (hartree) = -0.00704
- E (eV) = -27619.46205

CARTESIAN COORDINATES (ANGSTROEM)
N1 -0.37757 -2.82735 -0.31200
C1 -0.79241 -2.30655 -1.63884
C2 0.38010 -2.25491 -2.63494
O1 0.82432 -3.56163 -2.88616
C3 -1.41870 -0.94520 -1.62333
C4 -0.52965 0.28866 -1.62027
C5 0.45531 0.32515 -0.42406
O2 -0.31546 0.21790 0.78683
H1 -0.10905 -2.08966 0.32817
H2 0.50730 -3.28960 -0.46969
H3 -1.50422 -3.02727 -2.11829
H4 0.04312 -1.84606 -3.64028
H5 1.22648 -1.60637 -2.38835
H6 1.77892 -3.48919 -2.96929
H7 -1.95959 -0.83792 -2.61677
H8 -2.16210 -1.02069 -0.74775
H9 -0.00466 0.44162 -2.56124
H10 -1.15886 1.18172 -1.53439
H11 1.01065 -0.61683 -0.37452
H12 0.98071 1.27163 -0.44738
H13 0.42964 0.25790 1.48992
O3 0.63637 -1.10300 2.97283
H14 1.51153 -0.70507 3.10111
H15 0.12656 -0.57863 3.60749
O4 -2.01458 2.14691 2.58774
H16 -2.26745 1.22662 2.76758
H17 -1.17279 1.95048 2.13071
O5 0.41333 3.59832 0.08030
H18 -0.20429 3.90995 -0.60899
H19 -0.22140 3.58813 0.81673
O6 -2.02860 3.33712 -1.10354
H20 -2.32036 2.56310 -0.54431
H21 -2.67243 3.78008 -1.65386
O7 0.57966 1.62340 3.16564
H22 0.65628 1.66831 4.12141
H23 0.98997 2.38350 2.74073
O8 3.90414 0.46315 0.50915
H24 4.10683 -0.19663 -0.16241
H25 3.03631 0.84123 0.33287
O9 3.28129 -2.83729 0.46241
H26 3.17999 -2.43617 1.33788
H27 3.16801 -3.77897 0.62883
O10 -3.55137 1.56031 0.01530
H28 -2.96365 0.79551 0.18368
H29 -3.47764 1.93426 0.91337



(4)
C2H15N2O3 | ωB97M-V with the def2-TZVPD basis set

Computed properties:
- relative energy (zero: lowest compared OMol25 entry of this formula, charge and spin) (eV) = 7.421
- charge = +1
- LUMO level (hartree) = -0.32515
- E (eV) = -11427.16329

CARTESIAN COORDINATES (ANGSTROEM)
C1 -0.68845 -2.22390 0.28656
N1 0.02949 -2.95542 -0.73600
C2 -2.07996 -1.59262 0.01639
N2 -2.86200 -1.14847 1.14843
H1 -0.73592 -2.86739 1.15888
H2 0.04512 -1.39614 0.44042
H3 0.00244 -2.35982 -1.56672
H4 -0.43826 -3.81096 -1.05444
H5 -1.83223 -0.66361 -0.51745
H6 -2.71693 -2.15296 -0.66594
H7 -0.41328 -0.73234 1.98520
H8 -2.85438 -1.85305 1.92634
H9 -2.41643 -0.34683 1.58781
H10 1.57781 2.17938 -1.50483
H11 1.06527 1.54084 -0.20003
O1 1.26063 1.34862 -1.12275
H12 2.92593 4.71498 -1.21231
H13 2.47518 4.24468 -2.58425
O2 2.48843 3.98242 -1.65678
H14 0.30702 0.51672 2.26526
H15 1.45135 1.64508 2.54024
O3 0.92207 1.17789 1.88026



(5)
C25H26NNbO17P | ωB97M-V with the def2-TZVPD basis set

Computed properties:
- charge = -1
- LUMO level (hartree) = -0.01211
- E (eV) = -73477.72867

CARTESIAN COORDINATES (ANGSTROEM)
C1 -3.86340 -3.85135 2.15306
P1 -4.10015 -2.04023 1.89139
O1 -4.62652 -1.63451 3.44965
Nb1 -1.76726 -0.89852 1.77612
N1 -1.15014 -1.89088 3.53139
H1 -3.23347 -4.24548 1.38233
H2 -3.41911 -3.99372 3.12281
H3 -4.82493 -4.32807 2.16217
H4 -5.42556 -1.10822 3.33623
H5 -1.34387 -2.38456 0.80329
H6 -2.47716 -0.03912 0.31492
H7 -2.28465 0.52577 2.85749
H8 -0.07992 -0.28203 1.34955
H9 -0.88737 -2.85668 3.40701
H10 -1.87597 -1.83518 4.23462
C2 1.54094 -3.10884 -4.60369
C3 0.43833 -2.87556 -3.88071
C4 0.49529 -2.60365 -2.40464
O2 -0.54647 -2.39186 -1.83223
C5 1.79724 -2.61543 -1.74962
C6 2.89958 -2.85551 -2.46910
C7 2.84298 -3.10435 -3.95287
O3 3.88557 -3.28674 -4.55135
O4 4.10970 -2.88216 -1.92048
O5 -0.78153 -2.85741 -4.38265
H11 1.51103 -3.29975 -5.66676
H12 1.81873 -2.42494 -0.68489
H13 4.77481 -3.11964 -2.59620
H14 -1.37118 -2.65304 -3.62617
C8 -1.36078 3.64583 2.55593
C9 -1.05123 3.58459 1.24882
C10 -0.54473 4.78370 0.48982
O6 -0.28881 4.65179 -0.69298
C11 -0.41252 6.04736 1.19931
C12 -0.73424 6.10318 2.49517
C13 -1.21356 4.89936 3.26048
O7 -1.46095 5.06898 4.44225
O8 -0.66681 7.20966 3.21987
O9 -1.16944 2.48619 0.54692
H15 -1.72149 2.78177 3.10014
H16 -0.07779 6.91205 0.64483
H17 -0.95433 6.94323 4.11647
H18 -0.87924 2.68842 -0.36112
C14 8.59368 -6.77367 -1.71870
C15 7.99351 -5.93695 -2.57341
C16 6.75696 -5.16795 -2.20193
O10 6.29866 -4.42099 -3.04677
C17 6.18593 -5.35999 -0.88232
C18 6.78511 -6.20073 -0.02842
C19 8.03587 -6.95471 -0.38904
O11 8.51898 -7.68387 0.45418
O12 6.33876 -6.43713 1.18930
O13 8.42674 -5.71233 -3.79986
H19 9.48437 -7.32874 -1.97434
H20 5.28942 -4.80870 -0.63187
H21 6.96035 -7.07584 1.58872
H22 7.80568 -5.06737 -4.19309
C20 -4.86888 7.68712 0.28738
C21 -6.07477 7.23307 0.64630
C22 -6.49628 5.80612 0.42177
O14 -7.61060 5.49258 0.79512
C23 -5.56287 4.90157 -0.22103
C24 -4.35409 5.35359 -0.58484
C25 -3.92893 6.77678 -0.34603
O15 -2.80846 7.08254 -0.69452
O16 -3.44518 4.60196 -1.16921
O17 -6.99586 7.98398 1.22565
H23 -4.55623 8.70860 0.44849
H24 -5.87485 3.87985 -0.38216
H25 -2.65781 5.16456 -1.31504
H26 -7.75885 7.39217 1.37912



(6)
C6H10Si3 | ωB97M-V with the def2-TZVPD basis set

Computed properties:
- relative energy (zero: lowest compared OMol25 entry of this formula, charge and spin) (eV) = 1.142
- SMILES string = [SiH3][Si@H]1[SiH2]c2ccccc21
- LUMO level (hartree) = -0.00567
- E (eV) = -30013.13185

CARTESIAN COORDINATES (ANGSTROEM)
Si1 0.69448 3.37681 -2.09124
Si2 0.43724 1.03976 -1.13260
Si3 2.17373 -0.19597 0.04085
C1 0.52136 -0.91773 0.72507
C2 0.24195 -1.95907 1.57575
C3 -1.16572 -2.36320 1.82341
C4 -2.18613 -1.45649 1.36598
C5 -1.84827 -0.38718 0.44833
C6 -0.53944 -0.28132 0.15861
H1 0.65716 3.21260 -3.50996
H2 -0.57260 4.06700 -1.69663
H3 1.94451 4.27312 -1.96567
H4 0.15704 0.30615 -2.36516
H5 3.26225 -0.27253 1.11298
H6 2.42104 -1.24577 -0.99763
H7 0.94432 -2.63643 2.10611
H8 -1.40808 -3.17706 2.45090
H9 -3.16205 -1.62880 1.80886
H10 -2.57278 0.24610 0.14203



(7)
C27H35BrN3NaO6 | ωB97M-V with the def2-TZVPD basis set

Computed properties:
- relative energy (zero: lowest compared OMol25 entry of this formula, charge and spin) (eV) = 1.366
- charge = -2
- LUMO level (hartree) = 0.14263
- E (eV) = -119786.02383

CARTESIAN COORDINATES (ANGSTROEM)
Na1 -0.40536 -1.04717 1.67763
O1 -0.65872 -4.57001 2.87449
C1 -1.82282 -3.92834 3.37177
C2 -2.83562 -3.53315 2.27898
N1 -2.61159 -2.20043 1.74101
C3 -2.45700 -2.14953 0.29784
C4 -1.22152 -2.98671 -0.13570
O2 -1.32932 -3.69353 -1.14772
O3 -0.21555 -2.86642 0.62714
C5 -3.36987 -1.13579 2.36857
C6 -2.52655 -0.23323 3.33027
O4 -3.16346 0.66269 3.91755
O5 -1.30331 -0.50735 3.41245
H1 -0.31543 -4.00615 2.14008
H2 -1.56293 -3.01558 3.92183
H3 -2.28822 -4.63861 4.06745
H4 -3.84816 -3.60831 2.70662
H5 -2.76005 -4.27219 1.47483
H6 -2.24946 -1.11881 -0.00113
H7 -3.34016 -2.50048 -0.26014
H8 -4.19488 -1.53708 2.96889
H9 -3.82197 -0.47724 1.62043
C7 3.19800 0.71466 -5.22504
C8 1.85872 1.40882 -4.96277
C9 0.87482 0.94883 -6.04738
C10 2.08238 2.92650 -5.08805
C11 1.31090 1.09768 -3.57203
C12 2.03391 0.40347 -2.60713
C13 1.49349 0.20902 -1.35706
Br1 2.55276 -0.72182 -0.06195
C14 0.21408 0.66841 -0.91226
O6 -0.19583 0.41861 0.26253
C15 -0.49713 1.42384 -1.91773
C16 0.06715 1.58635 -3.17497
C17 -1.84934 2.12971 -1.69362
C18 -2.50930 1.89519 -0.32859
C19 -1.63778 3.65051 -1.82566
C20 -2.85932 1.67169 -2.76295
H10 3.54489 0.94905 -6.23554
H11 3.09885 -0.36915 -5.13763
H12 3.95927 1.05144 -4.51919
H13 1.25418 1.19522 -7.04545
H14 -0.09965 1.42373 -5.92670
H15 0.73107 -0.13152 -5.98584
H16 2.52442 3.18618 -6.05743
H17 2.75308 3.26406 -4.29574
H18 1.13994 3.46668 -4.98146
H19 3.01722 -0.00139 -2.80415
H20 -0.49921 2.15278 -3.90949
H21 -1.81716 2.05667 0.49119
H22 -2.88563 0.87607 -0.24861
H23 -3.36087 2.57615 -0.22210
H24 -1.05061 4.01180 -0.97831
H25 -2.60107 4.17219 -1.82547
H26 -1.10569 3.90968 -2.74284
H27 -2.90049 0.58159 -2.79402
H28 -2.60017 2.03217 -3.76186
H29 -3.85725 2.04901 -2.51868
N2 3.32543 -2.31615 4.56219
C21 2.37316 -2.59416 3.60546
N3 1.71420 -1.54956 3.23447
C22 2.21497 -0.49932 3.97641
C23 1.83506 0.83865 3.99439
C24 2.52027 1.68295 4.84804
C25 3.55316 1.21724 5.67270
C26 3.93336 -0.11412 5.67848
C27 3.24528 -0.96293 4.82021
H30 3.94874 -2.97212 4.99005
H31 2.20626 -3.58983 3.21941
H32 1.01343 1.16505 3.36935
H33 2.24892 2.73053 4.89282
H34 4.06302 1.91403 6.32792
H35 4.72406 -0.47075 6.32898



Question: The highest E belongs to which entry?
Answer: C4H6NO



Question: E of number 3 (C5H29NO10)?
Answer: -27619.46205 eV



Question: What is the E in the third record?
Answer: -27619.46205 eV



Question: E of number 5 (C25H26NNbO17P)?
Answer: -73477.72867 eV